(1)
Density functional theory data (ωB97M-V with the def2-TZVPD basis set) for a 2-piece molecular cluster, CH2F3PS overall.

Its electronic energy is -1078.41003 Eh. The LUMO energy (spin up / spin down) comes out at -0.001 / -0.001 hartree. The energy relative to the best compared isomer or geometry (same formula, charge and spin) comes out at 8.52 kcal/mol. As for the charge: 0. The SMILES is FC(F)=S.FP.

Each line ends with the Mulliken charge.
Atoms and positions in Å:
F -1.974118 0.021669 -2.116068  -0.133
C -2.109260 0.073090 -0.850858  0.517
F -2.231404 1.326336 -0.525972  -0.138
S -2.224237 -1.141065 0.192120  -0.249
F 2.085984 1.102150 -0.032021  -0.286
P 2.088724 0.194591 1.358689  0.219
H 1.172006 -0.904510 1.041723  0.018
H 3.192303 -0.672262 0.932386  0.051

Force components x, y, z for each atom (eV/Å):
F 0.3 -0.4 -1.6
C -0.6 -0.5 1.7
F 0.1 0.7 0.3
S 0.2 0.2 -0.4
F -0.4 -0.9 1.0
P 0.6 -0.6 -1.3
H 0.3 0.9 -0.1
H -0.6 0.6 0.4

(2)
Density functional theory data (ωB97M-V with the def2-TZVPD basis set) for a 2-piece molecular cluster, CH2FIO overall.

Its electronic energy is -511.96342 Eh. The LUMO energy comes out at -0.006 hartree. The energy relative to the best compared isomer or geometry (same formula, charge and spin) comes out at 74.12 kcal/mol. As for the charge: 0.

Each line ends with the Mulliken charge.
Atoms and positions in Å:
C -0.400227 0.110069 -1.182820  -0.094
O 0.200471 0.307092 1.331340  -0.658
F -1.293219 0.960319 -1.356365  -0.003
I -0.908900 -1.717251 -1.865226  0.074
H -0.729063 0.116229 1.674354  0.328
H 0.452058 1.220387 1.003028  0.352

Force components x, y, z for each atom (eV/Å):
C 3.5 0.4 0.4
O -0.6 0.0 0.5
F -2.5 1.6 -0.3
I -0.9 -1.9 -0.6
H 1.9 1.5 -0.8
H -1.5 -1.6 0.9

(3)
Density functional theory data (ωB97M-V with the def2-TZVPD basis set) for a single CH2FIO molecule.

Its electronic energy is -512.06256 Eh. The LUMO energy comes out at 0.010 hartree. The energy relative to the best compared isomer or geometry (same formula, charge and spin) comes out at 11.91 kcal/mol. As for the charge: 0. The SMILES is O[C@H](F)I.

Each line ends with the Mulliken charge.
Atoms and positions in Å:
O 0.575036 -0.725997 0.643507  -0.436
C -0.151834 0.140051 -0.115506  0.038
F 0.117799 1.486172 0.181467  -0.234
I -2.250673 -0.275983 0.029019  0.054
H 1.554727 -0.546538 0.646582  0.331
H 0.154943 -0.077704 -1.385068  0.247

Force components x, y, z for each atom (eV/Å):
O 0.6 0.3 0.7
C 1.7 -0.2 -4.1
F -0.3 -1.5 -0.2
I 0.4 0.1 0.2
H -1.5 0.1 -0.3
H -1.0 1.1 3.7

(4)
Density functional theory data (ωB97M-V with the def2-TZVPD basis set) for a single CH2FIS molecule.

Its electronic energy is -835.02912 Eh. The LUMO energy comes out at -0.012 hartree. The energy relative to the best compared isomer or geometry (same formula, charge and spin) comes out at 0.00 kcal/mol. As for the charge: 0. The SMILES is FCSI.

Each line ends with the Mulliken charge.
Atoms and positions in Å:
F -0.024130 1.343718 -1.112532  -0.207
C 0.004225 0.102099 -0.661588  -0.233
S 0.262453 -1.176058 -2.053277  -0.174
I -1.661373 -0.607100 -3.184647  0.088
H -0.937465 -0.023929 -0.045472  0.292
H 0.827550 -0.054594 -0.050589  0.234

Force components x, y, z for each atom (eV/Å):
F 0.2 1.7 -0.9
C -2.0 -2.1 -0.3
S 0.2 1.0 1.8
I -1.0 0.1 -0.8
H 0.9 -0.5 -1.0
H 1.8 -0.2 1.2